No. 1
Entry from OMol25: a 2-piece molecular cluster, C5H15NO overall at a distorted geometry (ωB97M-V with the def2-TZVPD basis set).

Each line ends with the natural charge from an NBO analysis.
Cartesian coordinates (Å):
N  1.52  -2.63  -2.43  -0.43
C  1.97  -1.71  -3.52  -0.42
C  2.58  -3.57  -2.27  -0.41
C  0.00  0.00  0.00  -0.62
C  1.36  -1.88  -1.17  -0.22
C  -0.01  -1.12  -1.11  -0.42
H  2.10  -2.27  -4.46  0.21
H  2.95  -1.31  -3.21  0.17
H  1.28  -0.87  -3.70  0.19
H  2.47  -4.22  -1.38  0.20
H  3.57  -3.08  -2.23  0.16
H  2.54  -4.21  -3.17  0.20
H  -0.97  0.46  0.25  0.21
H  0.67  0.79  -0.37  0.20
H  0.43  -0.43  0.92  0.21
H  2.15  -1.11  -1.17  0.15
H  1.51  -2.52  -0.28  0.20
H  -0.74  -1.88  -0.79  0.20
H  -0.29  -0.78  -2.13  0.22
O  -1.98  -1.02  -2.88  -0.92
H  -1.98  -0.31  -2.21  0.47
H  -1.60  -0.60  -3.69  0.47

Computed properties:
* SMILES: CCCN(C)C.O
* HOMO level: -8.636 eV
* energy above the lowest of the compared OMol25 structures with the same formula, charge and spin: 41.4 kcal/mol

=====

No. 2
Entry from OMol25: C43H43AsN2P2RuS2Te as an isolated structure (ωB97M-V with the def2-TZVPD basis set).

Each line ends with the Mulliken charge.
Cartesian coordinates (Å):
Ru  0.37  0.66  0.75  -0.08
Te  -3.67  -1.14  1.09  0.45
C  -4.03  -2.09  -0.77  0.10
C  -3.66  -3.42  -0.93  -0.07
C  -3.83  -4.02  -2.17  -0.64
N  -4.33  -3.38  -3.22  -0.56
C  -4.72  -2.12  -3.05  -0.55
C  -4.60  -1.43  -1.85  -0.08
C  -1.62  -0.78  0.52  -2.20
P  -0.22  -1.44  1.41  2.72
C  -0.75  -1.76  3.10  0.86
C  -1.66  -0.91  3.73  -0.37
C  -2.04  -1.13  5.04  -1.19
C  -1.49  -2.20  5.74  -0.63
C  -0.57  -3.03  5.13  -0.79
C  -0.20  -2.82  3.81  -0.85
C  0.47  -2.99  0.82  -0.13
C  1.81  -3.05  0.45  -0.34
C  2.35  -4.26  0.04  -0.45
C  1.55  -5.40  0.00  -0.74
C  0.22  -5.33  0.38  -0.99
C  -0.32  -4.13  0.81  -0.40
P  -1.25  0.22  -0.80  1.39
C  -2.48  1.04  -1.79  1.86
C  -2.37  0.93  -3.18  -0.34
C  -3.31  1.55  -3.98  -0.97
C  -4.36  2.25  -3.41  -0.63
C  -4.47  2.35  -2.02  -1.19
C  -3.53  1.75  -1.21  -0.49
C  0.17  -0.30  -1.75  0.88
C  0.97  0.68  -2.35  0.30
C  2.00  0.32  -3.20  -0.84
C  2.21  -1.03  -3.47  -0.87
C  1.40  -2.01  -2.90  -0.45
C  0.39  -1.66  -2.04  -1.63
H  -3.25  -3.99  -0.11  0.46
H  -3.55  -5.05  -2.32  0.40
H  -5.16  -1.63  -3.92  0.42
H  -4.97  -0.42  -1.77  0.59
H  -2.05  -0.04  3.21  0.23
H  -2.75  -0.47  5.51  0.49
H  -1.79  -2.37  6.77  0.44
H  -0.13  -3.85  5.69  0.46
H  0.52  -3.48  3.35  0.46
H  2.43  -2.16  0.47  0.19
H  3.39  -4.32  -0.24  0.48
H  1.97  -6.34  -0.32  0.42
H  -0.40  -6.23  0.37  0.49
H  -1.35  -4.08  1.15  0.78
H  -1.56  0.37  -3.63  0.46
H  -3.24  1.47  -5.06  0.49
H  -5.10  2.73  -4.04  0.48
H  -5.29  2.90  -1.58  0.50
H  -3.62  1.82  -0.13  0.45
H  0.74  1.73  -2.18  0.09
H  2.61  1.07  -3.66  0.49
H  3.00  -1.31  -4.16  0.44
H  1.57  -3.05  -3.15  0.49
H  -0.27  -2.42  -1.63  0.68
S  0.55  1.34  3.03  -0.23
C  2.17  0.90  2.68  0.08
N  2.32  0.54  1.43  1.25
C  3.62  0.19  1.11  -1.93
C  4.10  -0.22  -0.12  0.41
C  5.45  -0.51  -0.24  -0.77
C  6.31  -0.39  0.86  -0.78
C  5.83  0.02  2.09  -0.49
C  4.48  0.31  2.21  1.13
S  3.61  0.86  3.63  -0.23
H  3.43  -0.30  -0.97  0.24
H  5.85  -0.83  -1.19  0.50
H  7.36  -0.62  0.74  0.43
H  6.50  0.11  2.94  0.47
C  -0.59  4.27  -1.93  -1.09
C  0.77  4.10  -1.26  -1.08
As  0.70  3.17  0.46  0.94
C  -0.63  4.19  1.46  -1.18
C  -2.05  3.65  1.36  -0.51
C  2.33  3.90  1.26  -0.98
C  3.59  3.68  0.44  -1.06
H  -0.48  4.73  -2.91  0.41
H  -1.24  4.91  -1.34  0.35
H  -1.10  3.32  -2.07  0.29
H  1.22  5.07  -1.05  0.66
H  1.47  3.58  -1.91  0.54
H  -0.57  5.22  1.11  0.60
H  -0.28  4.17  2.49  0.66
H  -2.39  3.62  0.32  0.07
H  -2.74  4.27  1.92  0.54
H  -2.11  2.63  1.76  -0.23
H  2.42  3.50  2.27  0.47
H  2.12  4.97  1.36  0.68
H  3.80  2.62  0.28  0.15
H  4.45  4.11  0.96  0.39
H  3.53  4.16  -0.53  0.34

Computed properties:
* HOMO level: -13.093 eV
* energy above the lowest of the compared OMol25 structures with the same formula, charge and spin: 0.0 kcal/mol
* charge: +2

=====

No. 3
Entry from OMol25: C3H5N3 in the gas phase at a distorted geometry (ωB97M-V with the def2-TZVPD basis set).

Each line ends with the natural charge from an NBO analysis.
Cartesian coordinates (Å):
N  0.94  -1.80  0.49  -0.68
C  0.28  -0.75  0.20  0.43
C  0.78  0.68  0.24  -0.34
N  -0.23  1.54  -0.37  -0.44
C  -1.21  0.76  -0.60  0.25
N  -1.05  -0.56  -0.20  -0.63
H  1.90  -1.50  0.73  0.34
H  0.87  0.98  1.29  0.23
H  1.74  0.81  -0.28  0.23
H  -2.18  1.00  -1.03  0.19
H  -1.85  -1.15  -0.46  0.42

Computed properties:
* SMILES: [H]/N=C1\CN=CN1
* HOMO level: -9.159 eV
* energy above the lowest of the compared OMol25 structures with the same formula, charge and spin: 15.8 kcal/mol

=====

no.,frontier orbital gap (eV)
1,9.4388
2,6.4916
3,9.9971